Model one:
15
Properties=species:S:1:pos:R:3 method="wB97M-V/def2-TZVPD" gap_ev=9.06
C -0.561 -1.381 0.799
C 0.176 1.218 -1.291
N 1.337 -0.175 0.345
C 1.076 1.100 -0.065
N -1.732 -0.761 0.758
O -0.123 -2.004 -0.257
O 1.499 2.113 0.483
H 0.829 -1.414 -0.332
H 1.986 -0.145 1.130
H -0.132 -1.538 1.785
H -2.110 -0.315 1.577
H -2.124 -0.522 -0.142
H -0.669 1.866 -1.051
H -0.190 0.256 -1.649
H 0.739 1.702 -2.089

Model two:
15
Properties=species:S:1:pos:R:3 method="wB97M-V/def2-TZVPD" gap_ev=9.57
C 2.287 -0.335 0.304
C 1.094 0.513 -0.200
C -1.221 0.896 -0.002
H 2.177 -1.319 -0.122
H 2.293 -0.301 1.416
H 3.260 0.036 -0.009
H 1.163 0.394 -1.299
H 1.227 1.564 0.152
H -1.419 -1.488 -0.156
H -1.095 1.958 -0.324
H -3.797 -0.735 0.176
N -0.194 0.013 0.256
N -2.497 0.643 -0.069
O -0.468 -1.183 -0.450
O -2.809 -0.656 0.326

Model three:
15
Properties=species:S:1:pos:R:3 method="wB97M-V/def2-TZVPD" gap_ev=10.05 smiles="C=N[C@H](N)O.C=O"
N -0.307 -1.634 -1.900
C 0.169 -0.486 -1.179
O 1.291 -0.923 -0.483
N -0.844 0.040 -0.232
C -0.775 1.282 -0.002
C 0.471 0.182 2.467
O 1.538 0.445 1.964
H -0.236 -2.428 -1.269
H -1.288 -1.514 -2.129
H 0.411 0.314 -1.904
H -1.473 1.742 0.703
H -0.009 1.942 -0.437
H -0.155 -0.657 2.123
H 0.055 0.814 3.273
H 1.517 -0.321 0.245

Model four:
15
Properties=species:S:1:pos:R:3 method="wB97M-V/def2-TZVPD" gap_ev=9.46 smiles="C=NC(C)=O.NO"
C 2.033 -0.769 -0.119
C 0.749 -0.228 0.473
C -0.295 1.940 -0.416
N 0.467 1.033 -0.044
O 0.238 -0.691 1.484
H 2.150 -1.817 0.141
H 2.043 -0.653 -1.202
H 2.868 -0.190 0.272
H -0.261 2.914 0.060
H -0.972 1.798 -1.257
N -1.900 -0.793 -0.397
O -2.246 0.048 0.691
H -1.616 -0.154 1.415
H -2.320 -1.704 -0.209
H -0.938 -0.733 -0.892

Stability check: which of them is most stable? model one.

Model one:
15
Properties=species:S:1:pos:R:3 method="wB97M-V/def2-TZVPD" gap_ev="7.20 / 7.20"
C -1.898 -0.623 0.592
N 1.943 -0.794 -0.780
C -0.906 -0.003 -0.354
N 0.781 1.636 -0.617
C -0.224 1.211 0.089
O -0.596 -0.521 -1.426
O 1.427 -1.016 0.511
H 2.052 -0.565 1.095
H 1.530 -1.554 -1.319
H 1.528 0.487 -1.027
H 1.247 2.486 -0.327
H -0.462 1.618 1.072
H -2.429 0.132 1.172
H -1.367 -1.282 1.279
H -2.626 -1.213 0.038

Model two:
15
Properties=species:S:1:pos:R:3 method="wB97M-V/def2-TZVPD" gap_ev=8.48 smiles="CN(O)/C(O)=C/N"
C -1.400 -1.010 1.035
N -1.136 0.010 0.024
C 0.226 0.508 0.034
N 2.498 0.653 -0.736
C 1.272 -0.010 -0.605
O -1.497 -0.555 -1.245
O 0.101 1.746 0.593
H -1.697 0.205 -1.810
H -0.952 1.606 0.758
H 2.549 1.471 -0.142
H 3.301 0.053 -0.612
H 1.150 -0.924 -1.164
H -0.828 -1.923 0.847
H -2.465 -1.238 1.020
H -1.124 -0.593 2.003

Model three:
15
Properties=species:S:1:pos:R:3 method="wB97M-V/def2-TZVPD" gap_ev=9.63
C 1.234 -0.710 -1.456
C -0.363 -0.489 1.826
N -0.153 -0.453 -1.078
C -0.371 0.635 0.874
O -0.848 -0.322 -2.301
O -0.449 2.035 1.721
N -0.267 1.027 -0.292
H -1.608 0.216 -2.024
H -0.871 2.703 1.159
H 1.283 -1.477 -2.238
H 1.722 0.193 -1.833
H 1.778 -1.090 -0.591
H -1.389 -0.713 2.121
H 0.108 -1.371 1.396
H 0.192 -0.184 2.716

Model four:
15
Properties=species:S:1:pos:R:3 method="wB97M-V/def2-TZVPD" gap_ev=10.50 smiles="NC(=O)NCCO"
N 2.352 1.034 -0.336
C 1.011 0.810 -0.064
O 0.341 1.618 0.560
N 0.535 -0.372 -0.568
C -0.875 -0.751 -0.480
C -1.439 -0.734 0.947
O -2.023 0.486 1.308
H 2.724 1.791 0.220
H 2.954 0.225 -0.375
H 1.053 -0.760 -1.339
H -0.930 -1.769 -0.881
H -1.509 -0.107 -1.103
H -0.637 -1.039 1.641
H -2.232 -1.486 1.016
H -1.327 1.154 1.177

Stability check: which of them is most stable? model four.

Model one:
11
Properties=species:S:1:pos:R:3 method="wB97M-V/def2-TZVPD" gap_ev=7.77
C 0.256 0.909 -0.629
C 0.022 2.307 -0.449
C -1.186 1.322 -0.481
C 0.992 -0.086 -0.123
C 0.266 -1.447 0.506
Cl 2.603 -0.338 0.217
H -1.692 1.243 -1.403
H -1.648 1.074 0.485
H -0.475 -0.926 1.060
H 0.940 -2.055 1.140
H -0.078 -2.003 -0.324

Model two:
11
Properties=species:S:1:pos:R:3 method="wB97M-V/def2-TZVPD" gap_ev=8.32
C 0.609 2.328 0.211
C 0.294 0.720 0.229
C -0.782 1.767 -0.124
C 0.792 -0.503 0.085
C -0.097 -1.736 0.101
Cl 2.498 -0.756 -0.129
H -1.704 2.179 0.433
H -0.984 1.719 -1.138
H -1.043 -1.273 -0.356
H -0.105 -2.013 1.167
H 0.521 -2.431 -0.478

Stability check: which of them is most stable? model one.

Model one:
72
Properties=species:S:1:pos:R:3 method="wB97M-V/def2-TZVPD" s_squared=6.017 gap_ev="8.01 / 5.49" total_charge=+1 spin_multiplicity=5
Pt -1.246 1.105 -0.660
O -0.976 0.015 -3.120
C -0.882 1.101 -4.027
C -2.041 2.084 -3.857
N -2.012 2.701 -2.536
C -3.334 2.916 -1.976
C -4.023 1.524 -1.728
O -5.122 1.322 -2.191
O -3.332 0.697 -1.056
C -1.096 3.834 -2.427
C -0.075 3.445 -1.321
O 1.082 3.178 -1.677
O -0.537 3.303 -0.168
H -1.826 -0.428 -3.248
H -0.859 0.725 -5.057
H 0.069 1.594 -3.808
H -2.980 1.536 -3.966
H -2.002 2.849 -4.641
H -3.976 3.512 -2.641
H -3.224 3.424 -1.015
H -1.616 4.754 -2.147
H -0.561 3.986 -3.366
C 3.467 0.679 2.509
Si 3.787 -0.692 1.229
C 4.424 -2.363 1.891
C 4.789 -0.080 -0.270
Si 1.168 -1.314 0.558
Te 1.302 0.780 -0.844
Si 0.863 -2.963 -1.288
C 1.820 -4.523 -0.745
C -1.000 -3.278 -1.536
C 1.648 -2.226 -2.862
Si 0.000 -1.947 2.637
C -0.243 -0.532 3.897
C -1.658 -2.701 2.064
C 1.050 -3.285 3.522
H 4.388 1.153 2.835
H 2.967 0.300 3.394
H 2.844 1.455 2.074
H 5.444 -2.259 2.252
H 4.437 -3.126 1.119
H 3.827 -2.739 2.715
H 5.861 -0.108 -0.087
H 4.531 0.946 -0.518
H 4.599 -0.685 -1.152
H 1.380 -4.990 0.129
H 2.858 -4.306 -0.515
H 1.815 -5.261 -1.542
H -1.411 -3.916 -0.761
H -1.189 -3.771 -2.486
H -1.564 -2.348 -1.527
H 2.656 -1.866 -2.674
H 1.060 -1.386 -3.218
H 1.707 -2.954 -3.667
H -1.092 0.092 3.642
H 0.625 0.116 3.955
H -0.416 -0.937 4.891
H -2.192 -2.030 1.397
H -2.312 -2.909 2.906
H -1.500 -3.640 1.542
H 1.887 -2.855 4.062
H 1.440 -4.033 2.842
H 0.440 -3.805 4.255
C -2.873 4.412 1.889
C -2.708 3.161 2.758
C -2.192 2.045 2.032
N -1.750 1.112 1.517
H -3.155 5.251 2.521
H -3.652 4.276 1.142
H -1.935 4.642 1.386
H -3.671 2.868 3.189
H -1.999 3.366 3.567

Model two:
72
Properties=species:S:1:pos:R:3 method="wB97M-V/def2-TZVPD" s_squared=6.020 gap_ev="8.81 / 5.75" total_charge=+1 spin_multiplicity=5
Pt -1.984 -0.052 0.939
O -0.898 -0.620 3.004
C -2.053 -1.100 3.700
C -3.181 -0.082 3.720
N -3.652 0.296 2.363
C -3.984 1.734 2.286
C -2.715 2.552 2.024
O -2.774 3.724 1.762
O -1.602 1.847 2.103
C -4.717 -0.571 1.829
C -4.711 -0.575 0.282
O -5.523 -1.263 -0.301
O -3.789 0.146 -0.272
H -0.743 0.309 3.246
H -1.797 -1.356 4.731
H -2.344 -2.022 3.192
H -2.841 0.824 4.221
H -4.023 -0.477 4.296
H -4.448 2.050 3.224
H -4.691 1.910 1.479
H -5.694 -0.255 2.202
H -4.550 -1.593 2.173
C 2.509 3.513 1.299
Si 2.845 2.846 -0.425
C 4.660 2.436 -0.670
C 2.270 4.052 -1.749
Si 1.641 0.769 -0.690
Te -0.564 1.850 -0.425
Si 1.688 0.049 -2.965
C 3.447 0.289 -3.578
C 1.211 -1.773 -2.991
C 0.488 1.062 -3.997
Si 2.476 -0.840 0.836
C 2.734 -0.041 2.522
C 1.386 -2.368 0.951
C 4.119 -1.315 0.040
H 2.705 4.588 1.302
H 3.158 3.051 2.045
H 1.475 3.372 1.617
H 5.213 3.379 -0.615
H 4.863 1.989 -1.643
H 5.055 1.779 0.109
H 2.851 4.974 -1.680
H 1.218 4.323 -1.643
H 2.418 3.646 -2.751
H 4.191 -0.080 -2.869
H 3.656 1.341 -3.778
H 3.584 -0.258 -4.514
H 2.056 -2.407 -2.720
H 0.898 -2.051 -4.000
H 0.390 -1.994 -2.306
H 0.680 2.133 -3.908
H -0.550 0.881 -3.710
H 0.588 0.793 -5.051
H 1.927 0.652 2.783
H 3.675 0.514 2.553
H 2.778 -0.807 3.298
H 0.381 -2.127 1.285
H 1.824 -3.062 1.673
H 1.325 -2.881 -0.010
H 4.803 -0.468 -0.076
H 3.974 -1.778 -0.938
H 4.613 -2.053 0.677
C -3.162 -4.718 -1.950
C -3.382 -3.204 -1.945
C -2.566 -2.533 -0.950
N -1.934 -1.985 -0.162
H -3.753 -5.161 -2.748
H -3.481 -5.159 -1.007
H -2.116 -4.967 -2.119
H -4.414 -2.925 -1.705
H -3.141 -2.748 -2.907

Model three:
72
Properties=species:S:1:pos:R:3 method="wB97M-V/def2-TZVPD" s_squared=6.022 gap_ev="8.01 / 5.25" total_charge=+1 spin_multiplicity=5
Pt -0.386 -1.880 -0.813
O -0.575 -2.541 2.242
C -0.617 -3.949 2.036
C -1.816 -4.392 1.214
N -1.728 -4.038 -0.209
C -0.930 -4.971 -1.007
C 0.032 -4.114 -1.822
O 0.537 -4.813 -3.036
O 0.927 -3.454 -1.066
C -2.998 -3.605 -0.787
C -3.267 -2.090 -0.683
O -4.363 -1.657 -0.910
O -2.253 -1.305 -0.317
H -1.436 -2.260 2.571
H -0.640 -4.473 2.997
H 0.316 -4.208 1.532
H -2.718 -3.932 1.627
H -1.941 -5.477 1.324
H -1.542 -5.615 -1.643
H -0.335 -5.593 -0.338
H -3.853 -4.103 -0.320
H -3.023 -3.834 -1.853
C 3.183 1.591 3.411
Si 1.544 2.484 3.291
C 1.717 4.278 3.796
C 0.254 1.611 4.329
Si 0.837 2.466 1.010
Te 0.524 0.008 0.600
Si -1.381 3.254 0.546
C -1.210 5.105 0.769
C -1.851 2.787 -1.198
C -2.568 2.501 1.774
Si 2.531 3.026 -0.588
C 3.980 1.862 -0.388
C 1.804 2.899 -2.305
C 3.002 4.786 -0.164
H 3.444 1.463 4.464
H 3.990 2.152 2.938
H 3.153 0.598 2.959
H 2.051 4.324 4.834
H 0.770 4.814 3.732
H 2.449 4.809 3.189
H 0.605 1.532 5.359
H 0.061 0.597 3.972
H -0.692 2.151 4.341
H -0.516 5.542 0.051
H -0.876 5.369 1.772
H -2.185 5.572 0.611
H -1.212 3.259 -1.942
H -2.878 3.108 -1.386
H -1.817 1.706 -1.348
H -2.351 2.805 2.798
H -2.559 1.411 1.725
H -3.583 2.828 1.538
H 3.684 0.817 -0.487
H 4.471 1.984 0.577
H 4.719 2.067 -1.165
H 1.335 1.929 -2.478
H 2.590 3.025 -3.052
H 1.056 3.672 -2.481
H 3.427 4.864 0.837
H 2.155 5.469 -0.229
H 3.759 5.131 -0.871
C -0.716 -5.208 -5.725
C -0.330 -3.844 -5.155
C -0.190 -3.883 -3.685
N -0.687 -3.171 -2.729
H -0.793 -5.147 -6.809
H -1.679 -5.538 -5.337
H 0.031 -5.960 -5.477
H -1.068 -3.079 -5.394
H 0.630 -3.519 -5.567

Stability check: which of them is most stable? model two.

Model one:
14
Properties=species:S:1:pos:R:3 method="wB97M-V/def2-TZVPD" gap_ev=11.65 total_charge=+1 smiles="NC(N)=[NH+]NC=O"
C -2.381 -0.402 0.055
C 0.971 0.231 0.013
N 1.634 1.351 -0.003
N 1.606 -0.898 0.458
N -1.173 -0.929 -0.366
N -0.262 0.091 -0.498
O -2.488 0.669 0.569
H -3.246 -1.091 -0.221
H 2.569 1.464 0.254
H 1.236 2.159 -0.357
H 2.510 -0.705 0.900
H 0.946 -1.447 1.057
H -1.186 -1.520 -1.132
H -0.736 1.028 -0.730

Model two:
14
Properties=species:S:1:pos:R:3 method="wB97M-V/def2-TZVPD" gap_ev=9.97 total_charge=+1
C -0.903 -0.263 -0.462
C -2.298 0.049 -0.061
N -0.521 -0.864 -1.454
N -0.074 0.386 0.555
N 2.501 0.040 0.272
N -0.829 0.885 1.433
O -2.090 0.748 1.165
H -2.803 0.632 -0.887
H -3.089 -0.757 0.023
H 0.532 -1.048 -1.682
H 2.970 0.886 0.262
H 2.381 -0.274 -0.675
H 1.355 0.199 0.602
H 2.867 -0.619 0.910

Stability check: which of them is most stable? model one.

Model one:
7
Properties=species:S:1:pos:R:3 method="wB97M-V/def2-TZVPD" gap_ev=8.46 smiles="S=CCBr"
C -0.619 0.374 -0.480
C 0.326 -0.387 0.363
S -1.929 1.107 0.109
Br 2.174 0.180 0.005
H -0.391 0.418 -1.541
H 0.137 -0.240 1.426
H 0.302 -1.452 0.118

Model two:
7
Properties=species:S:1:pos:R:3 method="wB97M-V/def2-TZVPD" gap_ev=9.69 smiles=Br[C@H]1CS1
C 0.688 0.112 0.469
C -0.386 -0.041 -0.527
S 0.302 -1.646 -0.090
Br -2.243 0.548 -0.026
H 1.807 0.401 0.349
H 0.245 0.164 1.556
H -0.412 0.462 -1.731

Stability check: which of them is most stable? model one.

Model one:
18
Properties=species:S:1:pos:R:3 method="wB97M-V/def2-TZVPD" gap_ev="8.02 / 8.93"
C 0.095 -1.461 0.406
C -0.329 1.024 0.703
C -0.647 0.210 -1.715
N -0.918 -1.700 -0.536
C 0.437 -0.018 -0.159
N 0.276 1.061 2.020
N 1.637 0.236 -0.636
H -0.523 -2.223 -1.320
H 2.334 -0.396 -0.243
H -0.340 1.466 2.712
H 1.154 1.564 2.012
H -0.266 -1.389 1.432
H 0.985 -2.093 0.361
H -0.284 1.975 0.163
H -1.369 0.715 0.797
H -1.722 0.273 -1.613
H -0.186 1.187 -1.850
H -0.334 -0.429 -2.534

Model two:
18
Properties=species:S:1:pos:R:3 method="wB97M-V/def2-TZVPD" gap_ev=8.11
C -0.909 1.243 -0.474
C -0.481 0.280 -1.680
C 0.288 -1.053 -0.980
N 0.777 -0.206 1.858
C 1.486 -0.793 0.844
N 1.436 -0.490 -0.407
N -1.915 0.862 0.602
H -1.366 2.095 -1.062
H -0.026 1.235 0.075
H -1.368 -0.090 -2.262
H 0.250 0.657 -2.418
H 0.507 -1.684 -1.875
H -0.314 -1.664 -0.397
H -0.170 -0.195 1.563
H 1.038 -0.352 2.848
H 1.987 -1.642 1.231
H -2.970 0.796 0.300
H -1.953 1.619 1.369

Stability check: which of them is most stable? model two.

Model one:
18
Properties=species:S:1:pos:R:3 method="wB97M-V/def2-TZVPD" gap_ev=9.56
C 1.113 0.521 1.831
C -0.348 0.177 2.105
C -1.006 -0.537 0.898
N -0.902 0.244 -0.320
C 0.041 0.059 -1.298
N 0.296 -1.288 -1.587
N 0.588 1.046 -1.903
H 1.500 1.075 2.684
H 1.200 1.260 1.042
H 1.719 -0.369 1.695
H -0.916 1.093 2.255
H -0.441 -0.481 2.969
H -0.646 -1.565 0.897
H -2.072 -0.566 1.132
H -1.227 1.188 -0.161
H -0.392 -1.990 -1.402
H 1.178 -1.350 -2.057
H 1.148 0.686 -2.668

Model two:
18
Properties=species:S:1:pos:R:3 method="wB97M-V/def2-TZVPD" gap_ev=7.45
C 1.910 0.898 -1.831
C 1.165 0.254 -0.690
N 1.686 -0.581 0.119
H 2.682 -0.777 -0.080
H -0.071 0.867 0.084
H 1.417 0.673 -2.782
H 1.892 1.987 -1.723
H 2.958 0.568 -1.894
C -1.499 -0.411 0.840
N -1.673 -1.089 2.003
N -1.434 -1.073 -0.331
C -1.186 0.978 0.778
H -1.578 -0.564 2.857
H -1.356 -2.080 -0.289
H -1.359 -2.047 2.058
H -0.683 -0.637 -0.926
H -1.081 1.487 1.730
H -1.791 1.546 0.077

Model three:
18
Properties=species:S:1:pos:R:3 method="wB97M-V/def2-TZVPD" gap_ev=8.92
C 1.076 0.423 0.531
C -1.843 -0.744 0.622
C -1.435 1.248 -0.699
N -0.945 0.341 0.308
C 0.639 -0.510 -0.407
N 2.825 -0.285 0.184
N 0.525 -1.427 -1.186
H 3.093 -0.783 1.031
H 3.439 0.523 0.103
H 1.390 -1.856 -1.507
H 1.231 1.436 0.187
H 0.985 0.224 1.590
H -1.341 -1.446 1.293
H -1.557 0.774 -1.687
H -2.159 -1.314 -0.267
H -2.756 -0.365 1.099
H -2.409 1.658 -0.405
H -0.758 2.102 -0.792

Stability check: which of them is most stable? model one.